{
  "formula": "C5H10O2",
  "method": "the ωB97M-V functional and the def2-TZVPD basis",
  "symbols": ["C", "C", "O", "C", "C", "C", "O", "H", "H", "H", "H", "H", "H", "H", "H", "H", "H"],
  "xyz": [[-1.806, 0.958, -0.098], [-0.785, 0.327, 0.894], [-0.380, -1.546, -1.572], [0.819, -1.435, -1.569], [1.493, -0.697, 0.888], [0.690, 0.323, 0.579], [1.208, 1.514, 0.167], [-2.547, 0.206, -0.370], [-1.397, 1.327, -1.051], [-2.314, 1.791, 0.395], [-1.085, -0.704, 1.087], [1.340, -0.484, -1.795], [1.497, -2.271, -1.301], [1.059, -1.609, 1.286], [2.563, -0.633, 0.728], [-0.831, 0.849, 1.847], [0.478, 2.085, -0.114]],
  "nbo_charge": [-0.6282, -0.4782, -0.5561, 0.2827, -0.5427, 0.3572, -0.6807, 0.2354, 0.2090, 0.2080, 0.2321, 0.1153, 0.1123, 0.2155, 0.2146, 0.2228, 0.4812],
  "smiles": "C=C(O)CC.C=O",
  "relative_energy_ev": 2.667,
  "e_lumo_ha": 0.0290,
  "gap_ev": 9.683,
  "largest_force_ev_per_a": 0.8,
  "homo_ev": -8.89
}


{
  "formula": "C7H14NO",
  "method": "the ωB97M-V functional and the def2-TZVPD basis",
  "symbols": ["C", "C", "C", "C", "C", "C", "C", "N", "O", "H", "H", "H", "H", "H", "H", "H", "H", "H", "H", "H", "H", "H", "H"],
  "xyz": [[2.177, 1.342, -0.132], [1.056, -1.042, 0.228], [2.569, -0.950, -0.267], [-1.380, 1.494, -0.801], [-1.906, -0.905, -0.595], [-1.157, 0.283, 1.471], [-0.982, 0.225, -0.040], [0.184, -0.125, -0.496], [3.025, 0.450, -0.072], [2.621, 2.294, 0.197], [0.635, -2.012, -0.041], [1.165, -0.955, 1.343], [3.184, -1.711, 0.369], [2.797, -1.035, -1.342], [-1.210, 1.261, -1.847], [-2.411, 1.907, -0.577], [-0.618, 2.244, -0.636], [-2.736, -0.432, -1.095], [-2.087, -1.597, 0.226], [-1.402, -1.418, -1.316], [-2.245, 0.065, 1.618], [-0.549, -0.568, 1.866], [-0.732, 1.186, 1.941]],
  "nbo_charge": [0.3710, -0.3273, -0.0864, -0.5835, -0.5217, -0.6254, 0.0057, -0.1146, -0.3855, 0.1801, 0.2785, 0.2290, 0.2509, 0.2366, 0.2289, 0.2426, 0.2215, 0.2578, 0.2349, 0.2234, 0.2439, 0.2014, 0.2381],
  "relative_energy_ev": 7.427,
  "e_lumo_ha": [-0.2268, -0.2078],
  "gap_ev": [7.343, 8.275],
  "total_charge": 1,
  "largest_force_ev_per_a": 6.9,
  "homo_ev": [-13.52, -13.93]
}


{
  "formula": "C4H8N2O",
  "method": "the ωB97M-V functional and the def2-TZVPD basis",
  "symbols": ["C", "C", "C", "C", "N", "N", "O", "H", "H", "H", "H", "H", "H", "H", "H"],
  "xyz": [[-2.672, -0.374, -0.184], [1.268, 1.070, 1.003], [1.710, -0.546, -0.881], [1.067, -0.337, 0.464], [-3.294, 0.044, -1.109], [-1.769, -0.876, 0.421], [0.289, -1.047, 1.008], [2.194, 1.525, 0.817], [0.419, 1.548, 0.355], [1.055, 1.048, 2.054], [1.285, -1.362, -1.392], [2.749, -0.678, -1.012], [1.419, 0.382, -1.472], [-3.904, 0.826, -1.424], [-1.817, -1.224, 1.352]],
  "nbo_charge": [0.6454, -0.7078, -0.7248, 0.5998, -0.7663, -0.7159, -0.5295, 0.2148, 0.2295, 0.2281, 0.2311, 0.2370, 0.2196, 0.4299, 0.4092],
  "smiles": "CC(C)=O.N=C=N",
  "relative_energy_ev": 3.225,
  "e_lumo_ha": 0.0308,
  "gap_ev": 10.021,
  "largest_force_ev_per_a": 3.8,
  "homo_ev": -9.18
}


{
  "formula": "C3H7NSi",
  "method": "the ωB97M-V functional and the def2-TZVPD basis",
  "symbols": ["C", "C", "C", "N", "Si", "H", "H", "H", "H", "H", "H", "H"],
  "xyz": [[-1.574, -1.623, 1.253], [1.269, -0.133, 0.371], [-1.797, -0.345, 0.446], [-1.352, -2.569, 1.837], [-0.294, -0.050, -0.711], [1.528, -0.983, 0.976], [2.022, 0.008, -0.341], [1.353, 0.777, 0.969], [-1.924, 0.559, 1.180], [-2.586, -0.550, -0.139], [0.049, -1.063, -1.657], [-0.497, 1.299, -1.194]],
  "nbo_charge": [0.2867, -1.0716, -0.9005, -0.3464, 1.1285, 0.2548, 0.2277, 0.2301, 0.2787, 0.2461, -0.1636, -0.1705],
  "smiles": "C[SiH2]CC#N",
  "relative_energy_ev": 0.485,
  "e_lumo_ha": 0.0287,
  "gap_ev": 11.796,
  "largest_force_ev_per_a": 4.8,
  "homo_ev": -11.01
}


{
  "formula": "C5H11NO",
  "method": "the ωB97M-V functional and the def2-TZVPD basis",
  "symbols": ["C", "N", "C", "O", "C", "C", "C", "H", "H", "H", "H", "H", "H", "H", "H", "H", "H", "H"],
  "xyz": [[2.709, 0.680, -0.064], [1.259, 0.655, -0.036], [0.587, -0.524, -0.145], [1.175, -1.596, -0.197], [-0.931, -0.479, -0.311], [-1.610, -1.343, 0.756], [-1.555, 0.914, -0.390], [3.150, 0.554, 0.936], [3.035, 1.632, -0.499], [3.046, -0.150, -0.695], [0.758, 1.524, 0.072], [-1.065, -0.995, -1.271], [-1.637, -0.845, 1.736], [-1.072, -2.289, 0.862], [-2.644, -1.554, 0.460], [-2.612, 0.842, -0.665], [-1.513, 1.414, 0.587], [-1.079, 1.561, -1.137]],
  "nbo_charge": [-0.4168, -0.6199, 0.6769, -0.6403, -0.3091, -0.5978, -0.6209, 0.1954, 0.1977, 0.2302, 0.3982, 0.2272, 0.2002, 0.2370, 0.2071, 0.2227, 0.2023, 0.2099],
  "smiles": "CNC(=O)C(C)C",
  "relative_energy_ev": 0.147,
  "e_lumo_ha": 0.0318,
  "gap_ev": 10.397,
  "largest_force_ev_per_a": 0.4,
  "homo_ev": -9.53
}


{
  "formula": "H4O2Sn",
  "method": "the ωB97M-V functional and the def2-TZVPD basis",
  "symbols": ["Sn", "O", "H", "H", "O", "H", "H"],
  "xyz": [[16.411, 21.760, -9.819], [14.575, 19.901, -9.255], [13.738, 19.767, -8.772], [14.526, 19.294, -10.013], [18.394, 20.971, -11.462], [18.406, 21.318, -12.370], [19.135, 20.341, -11.418]],
  "nbo_charge": [1.8934, -1.0288, 0.5587, 0.5252, -1.0367, 0.5368, 0.5514],
  "relative_energy_ev": 0.568,
  "e_lumo_ha": -0.4552,
  "gap_ev": 9.493,
  "total_charge": 2,
  "largest_force_ev_per_a": 1.3,
  "homo_ev": -21.88
}